1.
Below is a molecular structure, C12H36AgBr2O16P4, with properties calculated with ωB97M-V with the def2-TZVPD basis set.

Values from the calculation:
Maximum force in eV/A: 4.5
Net charge: +1
Multiplicity: 3
LUMO level (spin up / spin down) in eV: -1.61 / -6.43

Cartesian coordinates (Å):
Ag 0.0818 0.0255 0.1252
Br 1.6356 0.7768 2.3709
Br -1.4286 -0.8781 -1.9769
C 5.7085 -0.4475 -2.5631
O 4.5082 -0.1330 -1.7901
P 3.0393 -0.1595 -2.4447
O 1.9496 -0.0792 -1.3655
O 3.0758 1.1426 -3.4327
C 3.3126 2.4217 -2.8817
O 2.9294 -1.4899 -3.4051
C 1.7241 -1.6604 -4.1127
H 6.3749 -0.7982 -1.7750
H 6.1517 0.4669 -2.9576
H 5.4740 -1.2436 -3.2696
H 2.8510 3.2138 -3.4715
H 4.3633 2.7053 -2.9416
H 3.0735 2.4929 -1.8206
H 1.2719 -2.5450 -3.6644
H 2.0130 -1.8894 -5.1385
H 1.0443 -0.8132 -4.2029
C 2.7279 -3.4981 2.1847
O 1.5285 -3.4479 2.8925
P 0.1750 -2.9921 2.0702
O 0.3213 -2.0203 0.9402
O -0.3547 -4.4593 1.5124
C 0.1048 -4.9910 0.2533
O -0.8931 -2.7017 3.2499
C -1.1455 -3.7196 4.2197
H 2.8388 -2.6143 1.5564
H 2.6166 -4.4126 1.6020
H 3.5611 -3.5978 2.8803
H -0.7378 -5.0093 -0.4379
H 0.5740 -5.9704 0.3473
H 0.8003 -4.3103 -0.2377
H -0.8530 -3.2572 5.1624
H -0.6589 -4.6898 4.1196
H -2.2195 -3.8820 4.3103
C -5.5583 0.9981 2.0690
O -4.2789 1.0720 1.4374
P -3.0257 0.2326 2.1469
O -1.7001 0.3471 1.3778
O -3.0407 0.8204 3.6623
C -2.0053 0.3640 4.5637
O -3.5413 -1.3312 2.2863
C -3.3825 -2.2272 1.2001
H -6.3421 0.9484 1.3131
H -5.6820 1.7751 2.8233
H -5.5228 0.1735 2.7810
H -2.2856 -0.3412 5.3462
H -1.5316 1.2332 5.0200
H -1.2038 -0.1265 4.0113
H -2.4808 -2.0041 0.6296
H -4.2754 -2.2997 0.5793
H -3.1885 -3.1595 1.7304
C -2.2585 5.1125 -1.7073
O -1.7568 3.8911 -1.1871
P -0.2488 3.4053 -1.4727
O 0.1012 2.0664 -0.8411
O -0.0960 3.6137 -3.0389
C -0.9817 2.8503 -3.9119
O 0.6290 4.6187 -0.8843
C 1.4929 4.4815 0.2188
H -2.8052 5.6114 -0.9071
H -3.0013 5.0353 -2.5013
H -1.4369 5.8076 -1.8804
H -0.4114 1.9475 -4.1304
H -1.2223 3.5217 -4.7362
H -1.9205 2.5262 -3.4628
H 2.4888 4.6397 -0.1948
H 1.5427 3.5686 0.8122
H 1.3905 5.2923 0.9401

Forces on the atoms, in the same order (eV/Å):
0.1 0.0 -1.4
0.0 0.1 0.1
0.3 0.2 0.5
-0.2 -0.1 1.2
-1.3 -0.6 -0.8
-1.3 0.5 1.6
2.8 -0.3 -2.6
-0.5 -2.0 0.2
0.9 1.2 0.4
1.5 3.3 2.0
-0.6 -1.2 -1.3
0.2 -0.2 -0.4
-0.3 -0.2 -0.4
0.3 0.3 -0.2
-0.7 -0.4 0.1
0.4 -0.5 -0.1
-0.5 -0.1 -0.1
-0.5 0.3 -0.2
0.0 -0.2 0.0
0.1 0.1 0.7
0.6 -0.7 -0.9
-3.1 2.0 0.4
-0.2 -2.7 0.0
0.0 -1.4 2.1
0.5 1.5 0.6
-0.1 0.8 -0.7
1.7 -0.1 -2.4
-0.5 0.1 1.7
0.2 -0.1 -0.1
0.9 0.1 -0.5
-0.2 0.1 0.0
-0.1 -0.4 0.2
-0.2 0.1 0.4
0.3 0.1 0.2
0.2 -0.3 0.1
0.2 0.4 -0.5
0.0 0.0 -0.5
0.3 -0.4 1.6
2.7 -1.1 0.8
-0.2 0.0 -1.5
-3.8 0.1 2.4
0.1 -1.2 -1.2
1.3 0.1 -0.2
0.4 3.4 0.6
0.7 -1.0 0.2
0.2 0.0 0.3
-0.1 0.9 -0.7
-0.6 -0.8 -0.6
-0.8 0.2 -0.2
-0.4 0.1 0.0
-0.1 -0.1 -0.2
-0.2 0.2 -0.2
0.1 0.2 0.1
-0.2 -0.3 -0.5
-0.1 1.4 1.0
0.6 -1.5 -0.1
-0.2 -0.4 1.6
-0.9 3.0 -1.6
-0.2 -0.3 0.9
0.4 -0.2 0.2
-1.2 -1.2 -0.7
2.1 0.7 0.6
-0.1 -0.3 0.3
0.6 -0.5 -0.4
-0.1 -0.1 -0.7
-0.2 0.1 -0.7
0.3 -0.4 -0.2
0.1 0.3 0.5
0.2 -0.2 0.1
-0.8 -0.4 -0.6
-0.7 0.2 -0.2

2.
Below is a molecular structure, C12H36BO4Rb3, with properties calculated with ωB97M-V with the def2-TZVPD basis set.

Values from the calculation:
Maximum force in eV/A: 4.8
Net charge: +2
LUMO level in eV: -6.26

Cartesian coordinates (Å):
Rb -2.3170 -1.7234 -4.7166
Rb -2.6021 2.8327 1.1562
Rb -4.3772 -3.0471 0.4903
B -1.1403 -0.5114 -0.3764
H -1.2800 -1.4970 -0.7929
H -0.0845 -0.3723 -0.2027
H -1.4956 0.1690 -1.1347
H -1.7610 -0.4541 0.5043
C -3.3818 -0.6962 5.4088
C -2.0199 -0.7088 5.9681
C -1.7156 -2.1237 6.5214
O -1.0836 -0.3148 5.0095
H -3.7515 0.2745 5.0782
H -4.1655 -1.1125 6.0416
H -3.4877 -1.2402 4.4702
H -1.9294 0.0146 6.7783
H -2.0305 -2.9734 5.9157
H -2.1898 -2.1578 7.5023
H -0.6422 -2.1333 6.7110
H -1.2872 -0.9057 4.2808
C 1.9866 -3.8452 0.2755
C 1.5381 -4.1349 1.6973
C 2.2013 -3.3037 2.7964
O 0.2400 -3.6673 1.6968
H 1.7141 -2.7953 0.1681
H 1.4067 -4.3320 -0.5087
H 3.0441 -3.9314 0.0256
H 1.6899 -5.2014 1.8638
H 1.6508 -3.3892 3.7333
H 2.2214 -2.2326 2.5955
H 3.2181 -3.6719 2.9332
H 0.1616 -2.9476 1.0664
C 3.7007 0.1829 -4.6844
C 3.1083 -0.2549 -3.3581
C 3.4267 0.7258 -2.2043
O 1.7535 -0.3857 -3.4963
H 3.3724 1.1579 -5.0448
H 3.2710 -0.4829 -5.4329
H 4.7889 0.2438 -4.6916
H 3.5266 -1.2426 -3.1641
H 2.8002 1.6167 -2.2474
H 4.4698 1.0419 -2.1931
H 3.3522 0.1873 -1.2596
H 1.3223 -0.2315 -2.6526
C -0.3856 5.0897 -4.2793
C -1.5624 5.3840 -3.3627
C -2.6469 4.2755 -3.3789
O -1.1361 5.3629 -2.0558
H 0.5713 5.5866 -4.1196
H -0.5905 5.3176 -5.3254
H -0.0786 4.0439 -4.2908
H -2.0721 6.3244 -3.5721
H -3.2032 4.3668 -4.3118
H -3.3688 4.3792 -2.5689
H -2.1513 3.3047 -3.3807
H -0.5997 6.1396 -1.8811

Forces on the atoms, in the same order (eV/Å):
0.4 0.2 0.1
0.4 -0.2 -0.2
0.4 0.0 0.2
0.0 0.2 -0.1
-0.7 -4.4 -1.8
3.9 0.6 0.9
-1.5 3.1 -3.1
-2.5 0.5 3.9
-2.3 0.5 -1.0
0.2 -1.2 1.1
0.5 1.3 0.8
0.2 0.2 -0.8
0.2 0.5 0.4
0.2 0.0 0.3
0.5 -0.7 -0.2
0.0 -0.1 0.1
0.0 0.2 -0.2
-0.1 -0.4 0.0
0.0 -0.4 -0.1
0.6 0.0 -0.5
0.8 1.0 -0.4
1.5 1.2 -0.5
1.0 -0.7 -0.1
-3.3 -0.8 0.5
0.5 0.4 -0.4
-0.1 -0.5 0.3
0.0 -0.2 0.3
-0.8 -0.1 0.5
0.0 -0.4 -0.1
0.0 0.0 -0.5
0.2 0.3 0.3
0.1 0.1 0.0
-0.6 0.3 -0.5
2.4 1.2 0.5
0.7 -0.9 -0.1
-2.6 -0.2 -0.5
-0.3 0.3 0.5
0.6 -0.3 -0.2
-0.1 -0.5 0.0
0.3 -0.1 0.4
-0.1 -0.1 0.0
0.0 0.1 -0.4
-0.6 0.2 0.2
0.0 0.0 0.2
0.3 -0.3 -1.4
-0.8 -1.1 -0.6
0.4 0.5 -1.3
0.7 0.3 2.5
-0.3 0.6 0.7
-0.4 0.1 -0.1
-0.4 -0.3 0.3
0.2 0.2 -0.3
-0.1 -0.2 -0.1
0.2 0.1 0.1
-0.1 -0.1 0.3
0.2 0.0 0.1

3.
Below is 7 unconnected molecules or ions with the total composition C12H36FO12, with properties calculated with ωB97M-V with the def2-TZVPD basis set.

Values from the calculation:
Maximum force in eV/A: 3.5
Net charge: -1
LUMO level in eV: 2.93

Cartesian coordinates (Å):
F 0.2990 0.0979 0.1153
C 1.4556 1.1091 -3.2538
C 1.6727 2.6559 -3.3945
O 0.8573 3.1984 -4.4582
O 0.1182 0.9662 -2.6667
H 2.1590 0.8015 -2.4801
H 1.5931 0.6320 -4.2242
H 2.6964 3.0216 -3.4755
H 1.2913 3.0865 -2.4686
H -0.0892 3.1756 -4.2997
H 0.2038 0.8063 -1.7240
C 3.6812 -0.4768 0.8102
C 3.1166 -1.8856 0.4953
O 2.0657 -1.9485 -0.4317
O 2.6483 0.0229 1.5380
H 3.7734 0.2091 -0.0319
H 4.5961 -0.6127 1.3869
H 2.8728 -2.4705 1.3822
H 3.9158 -2.4652 0.0333
H 1.4707 -1.2476 -0.1555
H 1.9148 0.1424 0.9303
C -2.7648 -1.5061 -2.9224
C -2.0826 -1.4236 -1.5283
O -2.2496 -0.1594 -0.9111
O -2.0358 -0.6849 -3.7909
H -3.8161 -1.2284 -2.8468
H -2.6985 -2.5463 -3.2415
H -1.0182 -1.6191 -1.6581
H -2.4924 -2.1829 -0.8621
H -1.4146 0.0347 -0.4790
H -1.7373 0.1233 -3.3675
C 0.1406 -4.6068 1.6842
C -0.7782 -3.3555 1.5998
O -0.2955 -2.2599 2.2290
O -0.1842 -5.4437 0.6531
H 0.1075 -5.0957 2.6578
H 1.1463 -4.1916 1.6186
H -1.8203 -3.3699 1.9190
H -0.9197 -3.0662 0.5585
H 0.0359 -1.7059 1.5185
H -0.2421 -4.8885 -0.1279
C -2.0021 0.9808 2.5419
C -2.7711 0.7451 3.8340
O -2.2296 -0.5294 4.2469
O -0.5988 1.0637 2.6107
H -2.4518 1.8476 2.0577
H -2.0819 0.0963 1.9098
H -3.8540 0.6733 3.7323
H -2.5571 1.6294 4.4343
H -1.3653 -0.6388 3.8438
H -0.1980 0.7589 1.7933
C -0.4118 3.7050 0.3081
C 1.0224 3.4252 0.7989
O 1.6234 2.4593 0.0371
O -0.5654 4.3568 -0.9898
H -0.8354 4.2941 1.1215
H -0.9689 2.7779 0.1726
H 0.8991 3.1909 1.8563
H 1.7496 4.2371 0.7906
H 1.1164 1.6549 0.1690
H -0.7126 3.6296 -1.5990

Forces on the atoms, in the same order (eV/Å):
-0.1 0.1 0.1
-0.3 2.3 1.5
-2.0 -0.4 0.3
1.2 0.1 -0.6
0.6 0.0 -1.6
0.3 -0.5 -0.4
-0.4 -0.4 0.3
0.0 -0.3 -0.6
0.3 -0.1 0.3
0.2 -0.4 0.6
0.3 -0.3 0.4
-1.2 -2.2 -0.7
2.7 -1.2 -1.6
0.0 0.3 0.1
-1.1 2.0 2.7
0.9 -0.5 -0.6
0.0 0.4 0.1
-0.1 0.6 0.6
0.3 -0.3 -0.2
-1.0 0.3 -0.4
-0.5 0.3 0.1
1.2 0.6 1.8
-0.6 -0.3 -0.2
-0.6 0.0 -0.6
-0.4 -0.4 -1.4
-0.2 0.1 0.0
0.0 0.0 -0.3
0.1 -0.1 -0.2
-0.2 -0.3 0.0
0.5 0.2 0.3
0.2 0.1 0.5
-0.5 2.3 1.0
-1.3 -0.9 -0.8
1.6 2.2 1.2
-0.2 -1.6 -0.9
-0.4 -0.3 -0.1
0.4 0.0 -0.2
-0.2 -1.4 0.4
0.3 -0.6 -0.7
0.4 0.7 0.4
0.0 -0.1 -0.2
-1.0 -0.3 -2.1
2.6 -1.1 -0.9
-1.3 0.5 1.5
0.4 1.1 2.2
0.1 0.3 -0.4
-1.3 0.0 -0.2
0.1 -0.2 -0.4
0.2 -0.3 1.0
0.3 0.1 -0.1
-0.2 -0.4 -0.5
0.6 0.6 -0.5
-0.8 1.0 -0.1
0.9 -1.0 -0.6
0.4 0.0 1.1
-0.6 0.3 -0.4
0.2 -0.3 0.8
0.1 -0.6 0.3
-0.6 0.7 -0.2
-0.2 -0.7 -0.3
0.1 0.0 -0.2

4.
Below is 5 unconnected molecules or ions with the total composition C12H36N2O6, with properties calculated with ωB97M-V with the def2-TZVPD basis set.

Values from the calculation:
Maximum force in eV/A: 2.9
SMILES string: COC[C@H](C)N.COC[C@H](C)N.OCCO.CO.CO
LUMO level in eV: 0.37
Energy above the lowest of the compared OMol25 structures with the same formula, charge and spin in kJ/mol: 252.4

Cartesian coordinates (Å):
C -14.2381 -10.9943 -9.9348
O -15.2774 -11.5888 -9.2102
C -15.2169 -11.3769 -7.7629
C -16.4312 -11.5677 -6.8973
C -17.5023 -10.5721 -7.4224
N -16.1957 -11.4774 -5.4179
H -13.9808 -9.9919 -9.5926
H -14.4536 -10.9017 -10.9993
H -13.3283 -11.5892 -9.8539
H -14.4353 -11.9390 -7.2517
H -14.9515 -10.3748 -7.4259
H -16.8176 -12.5827 -6.9905
H -18.5512 -10.7594 -7.1921
H -17.4784 -10.5073 -8.5102
H -17.2405 -9.5345 -7.2153
H -15.4161 -12.0205 -5.0752
H -16.9833 -11.8558 -4.9113
C -12.2122 -16.8628 -20.7149
O -11.9187 -18.1122 -21.2924
C -11.1440 -18.0070 -22.5010
C -10.9538 -19.4163 -23.0511
C -10.4150 -20.4489 -22.0421
N -10.1065 -19.4315 -24.2181
H -11.2497 -16.4365 -20.4323
H -12.8154 -17.1403 -19.8505
H -12.8152 -16.3080 -21.4338
H -11.6317 -17.3335 -23.2057
H -10.1577 -17.5467 -22.4420
H -11.9333 -19.7404 -23.4026
H -10.9996 -20.5321 -21.1260
H -9.3545 -20.2237 -21.9290
H -10.4779 -21.4713 -22.4147
H -10.5683 -18.6848 -24.7174
H -10.2013 -20.2915 -24.7391
O -15.1534 -15.3348 -11.2647
C -15.4921 -15.7376 -12.6151
C -14.3603 -15.2831 -13.4697
O -13.1243 -15.8939 -13.1185
H -15.1576 -14.3864 -11.1162
H -15.6832 -16.8103 -12.5855
H -16.4336 -15.2506 -12.8691
H -14.2471 -14.2048 -13.3575
H -14.5111 -15.3549 -14.5468
H -13.2064 -16.0869 -12.1816
C -19.3852 -11.6529 -13.1269
O -18.3671 -11.9138 -14.0967
H -20.0993 -10.8295 -13.1408
H -20.0195 -12.5273 -12.9812
H -18.8423 -11.4381 -12.2064
H -17.5857 -11.4093 -13.8592
C -12.8413 -19.7140 -8.6404
O -11.4896 -19.8303 -8.3227
H -13.2626 -18.7202 -8.4885
H -13.0003 -19.8298 -9.7125
H -13.4937 -20.4511 -8.1724
H -11.2428 -20.7356 -8.1198

Forces on the atoms, in the same order (eV/Å):
1.0 0.2 0.2
-1.2 0.2 2.0
1.6 0.4 0.9
-2.6 -1.2 -0.3
0.3 0.3 -0.3
0.5 1.1 -0.6
-0.2 0.2 0.2
-0.6 -0.3 0.1
0.2 -0.1 0.0
0.5 -0.7 -0.7
0.4 0.8 -1.1
-0.2 -0.2 -0.9
0.2 -0.1 0.5
0.1 -0.7 -0.2
0.0 0.0 0.8
0.4 -0.1 -0.5
-0.3 0.1 -0.3
0.0 -1.2 -0.1
1.0 -0.5 -1.4
0.0 -0.5 0.5
-1.1 -1.8 0.8
-0.3 0.2 -0.2
0.4 1.4 0.0
-0.3 0.8 0.1
0.1 0.5 0.1
0.2 0.7 0.2
-0.6 -0.2 -0.4
0.4 0.1 1.0
-0.6 -0.1 0.5
0.3 0.6 0.2
0.0 0.0 0.6
0.1 0.0 -0.6
0.6 0.0 -1.3
-0.2 0.0 0.0
0.0 -1.2 0.4
-0.4 1.1 1.1
0.8 0.4 -0.9
-0.5 -0.2 -0.3
-0.2 0.1 -0.5
0.4 0.0 0.0
0.0 0.0 -0.4
-0.1 0.4 0.4
-0.1 -0.7 0.0
0.2 0.0 0.3
0.7 -0.4 1.6
-1.0 0.4 -0.5
0.3 0.6 -1.4
0.4 -0.3 -0.2
-0.3 -0.4 0.5
-0.1 0.1 0.0
-1.1 -0.3 -1.2
0.6 0.5 0.5
0.5 0.1 0.7
0.1 -0.3 -0.3
0.1 0.0 0.4
-0.3 0.0 -0.1